[1]
ORCA calculation (ωB97M-V with the def2-TZVPD basis set) on a cluster of 7 separate species, C24H36FO18 in total.

Its orbital gap is 9.51 eV. The LUMO energy is 1.9 eV. The value obtained for the electronic energy is -2390.444591 Ha. Its net charge is -1. The energy relative to the best compared isomer or geometry (same formula, charge and spin) is 0.00 kcal per mole.

```
79
Properties=species:S:1:pos:R:3:lowdin_charge:R:1
F 0.51091 0.18301 0.68691 -0.547
O 2.61704 -3.31522 -1.29923 0.062
O -2.59299 0.72764 -2.30594 0.071
O 0.93782 2.37038 4.30102 0.082
O -1.17955 -2.40289 4.01544 0.068
O 2.18159 -5.55142 -1.24621 0.117
O -1.08247 2.86583 3.79932 0.092
O -2.55592 -2.63919 -3.41177 0.077
O 3.43215 3.22741 0.48705 0.098
O 1.89335 -4.19120 0.58652 0.065
O -0.42990 2.62810 6.00801 0.129
O -1.69729 -4.52589 -4.15397 0.081
O 2.58319 5.24165 0.98643 0.118
O -2.85465 -2.71306 2.52034 0.101
O -2.62979 2.53239 -1.08081 0.113
O -2.71186 -4.16745 4.17641 0.089
O 1.82792 3.98109 -0.82520 0.071
O -3.89200 -4.02505 -4.63756 0.096
O -4.59369 1.60268 -1.55202 0.114
C 2.65068 -2.27498 -0.33068 -0.112
C -2.24766 -3.16848 3.59775 -0.513
C 1.97249 -2.80009 0.88563 -0.321
C -1.36779 -2.38413 -1.43298 -0.004
C 2.59145 4.20917 0.31710 -0.523
C -2.04672 -1.62803 2.03812 -0.242
C 0.99098 2.49460 2.89886 -0.086
C -1.25306 2.24510 -1.18673 -0.093
C 3.29067 2.20056 -0.43501 -0.093
C -2.77547 -3.73907 -4.16126 -0.512
C -0.57101 4.16094 1.81849 0.002
C -0.24843 2.60152 4.81247 -0.581
C 2.16174 -4.44680 -0.72757 -0.528
C -3.36940 1.64830 -1.61772 -0.567
C 2.19332 2.75324 -1.33078 -0.373
C 2.64027 -2.74507 2.29482 0.006
C -1.22755 -2.55353 -2.99040 -0.280
C -1.09780 -1.28041 3.22213 -0.121
C -1.22794 1.03830 -2.08828 -0.328
C -0.60991 -3.86996 -3.47551 -0.058
C 2.67879 3.04748 -2.73857 -0.028
C -3.04653 -0.47723 1.63857 0.001
C -0.47589 1.18519 -3.41975 0.011
C -0.44536 2.81845 2.55387 -0.329
H -0.71545 3.04837 -1.69055 0.134
H 3.67432 -2.02750 -0.04957 0.131
H -1.64602 4.30566 1.71117 0.088
H 3.66487 -3.10912 2.21900 0.083
H 3.52061 3.73979 -2.75073 0.093
H -0.84269 1.99374 -0.20870 0.100
H -0.32299 0.22075 -3.90409 0.065
H 2.65405 -1.69872 2.59988 0.081
H 2.88825 1.27169 -0.03084 0.116
H 0.47522 1.62065 -3.11338 0.047
H 4.26047 1.96877 -0.87531 0.139
H 1.25070 1.55770 2.40604 0.109
H -1.50670 -3.37869 -1.00914 0.093
H -1.52492 -1.92903 1.12971 0.108
H -3.75876 -0.16367 2.40179 0.085
H -2.63830 0.51273 1.43499 0.061
H -0.10509 -1.14114 2.79408 0.103
H -2.26812 -1.81323 -1.20584 0.082
H -0.80319 -1.63160 -3.38800 0.119
H 2.97130 2.11242 -3.21629 0.090
H -0.23415 4.18209 0.78206 0.066
H 1.62492 3.35300 2.67664 0.121
H -0.24879 -4.49299 -2.65726 0.123
H -1.30867 -0.35549 3.75893 0.134
H -0.85301 1.86800 -4.18110 0.096
H -0.90725 1.99232 2.01327 0.116
H -3.64710 -0.72774 0.76414 0.077
H 2.05745 -3.34859 2.99067 0.087
H 0.24710 -3.74036 -4.13645 0.133
H -0.05807 4.92647 2.40068 0.097
H 1.91094 3.54347 -3.33230 0.084
H -0.53371 -1.97848 -0.86038 0.055
H -0.81658 0.23791 -1.47326 0.114
H 1.43238 1.97292 -1.31767 0.117
H 2.21299 -1.38415 -0.78119 0.118
H 0.97027 -2.37185 0.90166 0.111
```

=====

[2]
ORCA calculation (ωB97M-V with the def2-TZVPD basis set) on a structure of composition C35H52AsP3RuSe.

Its orbital gap (spin up / spin down) is 7.08 / 3.71 eV. The LUMO energy (spin up / spin down) is -10.9 / -14.3 eV. The value obtained for the electronic energy is -7119.472852 Ha. Its net charge is +4. The spin multiplicity is 5. The energy relative to the best compared isomer or geometry (same formula, charge and spin) is 0.00 kcal per mole.

```
93
Properties=species:S:1:pos:R:3:mulliken_spin:R:1
Ru -0.15335 0.17438 -0.34343 1.605
Se -4.24927 -2.78989 -0.22339 0.390
As -0.46364 2.02112 2.64803 0.002
P 1.86921 1.23736 -0.37768 -0.105
P -1.87791 1.42821 -1.12846 0.005
P 0.24751 -1.07147 -2.15343 -0.199
C -5.23849 -5.47324 0.46089 0.065
C 1.41093 0.36988 4.16299 -0.003
C -3.37886 0.40875 -1.03853 0.083
C 0.99846 4.24486 4.00054 0.144
C -2.59541 3.61036 3.99988 -0.009
C 0.28930 1.20626 4.29295 0.002
C -1.24648 -1.86579 -2.86567 0.075
C -2.43160 2.92070 -0.23953 0.000
C -0.78980 -1.58423 0.76585 0.134
C -3.87140 3.77881 4.55302 0.002
C -0.26454 1.43813 5.55663 0.001
C 1.37583 -2.51518 -1.97917 0.029
C 1.46094 0.06007 6.56272 -0.001
C 1.52104 5.53998 4.08737 0.264
C -2.91197 -6.14551 1.86966 0.035
C -1.77049 1.94206 -2.87487 0.059
C -2.26946 2.41124 3.35909 -0.005
C -4.82328 2.76506 4.44031 0.001
C -3.92600 -7.09688 1.69875 0.205
C -4.51283 1.58022 3.76568 0.006
C 2.62671 2.06263 1.08092 0.035
C 0.65949 6.05420 1.88273 0.240
C 0.33547 0.87127 6.69286 0.003
C 0.13060 4.75553 1.78839 0.090
C 0.96367 -0.21651 -3.62548 0.037
C 1.34549 6.44497 3.03022 0.003
C 3.31930 0.23074 -0.88919 0.024
C -3.23147 1.39397 3.21741 -0.009
C 0.27906 3.85750 2.85768 0.039
C -3.05693 -4.86118 1.34244 0.041
C 0.61259 -1.36712 1.01027 0.224
C 1.81229 2.62219 -1.56636 0.064
C 1.99943 -0.19458 5.29137 0.002
C -5.09184 -6.75516 1.00302 0.021
C -4.19680 -4.51892 0.59878 0.221
H -1.90016 -1.12397 -3.34232 0.003
H 4.21787 0.86050 -0.79472 0.001
H -2.27960 -4.10788 1.48468 0.006
H 1.92975 -0.37629 7.44740 0.000
H 1.45504 -3.04465 -2.93945 0.000
H 0.52546 6.74458 1.05007 -0.010
H -2.61010 2.60198 -3.12779 0.003
H 1.74976 7.45541 3.10853 0.007
H 1.99738 0.09669 -3.44449 0.002
H -0.94537 -2.59997 -3.62796 0.000
H -0.08929 1.07947 7.67980 0.000
H 2.04366 2.94205 1.37699 0.011
H -5.25814 0.78713 3.65816 0.000
H 1.56961 2.26841 -2.57877 -0.002
H -1.15591 2.06401 5.66081 -0.002
H 0.36582 0.66628 -3.88505 -0.013
H 2.37655 -2.19418 -1.67088 -0.002
H 3.42352 -0.62814 -0.21167 -0.001
H -3.38946 3.27833 -0.63877 0.000
H -2.97365 -2.14995 0.34352 0.024
H -1.99484 -6.39137 2.41465 0.003
H 1.82689 0.16614 3.17018 0.008
H -0.39741 4.44555 0.89216 0.170
H 2.79509 3.11763 -1.58306 0.001
H -3.80147 -8.09802 2.11124 0.000
H -3.22256 -0.52575 -1.59060 -0.021
H 0.91536 -0.99202 1.99000 0.018
H 1.05119 3.34975 -1.24644 -0.005
H -1.81601 -2.38743 -2.08544 -0.029
H 2.67599 1.37299 1.92991 -0.006
H -5.88561 -7.49550 0.88328 0.005
H -5.81550 2.89244 4.87675 0.000
H -3.58961 0.17378 0.01003 -0.020
H -2.56190 2.70521 0.83013 0.002
H -4.11304 4.70304 5.07459 0.000
H -1.04847 -2.48280 0.19387 0.003
H 0.97914 -3.20850 -1.22944 -0.004
H 0.95700 -0.90423 -4.48396 0.000
H 1.14391 3.53520 4.81590 0.030
H 3.64836 2.36872 0.81607 0.000
H -1.85530 4.41052 4.07379 0.019
H 1.33367 -2.04399 0.53756 0.012
H -1.69144 3.71596 -0.35920 0.000
H -6.14867 -5.20030 -0.07934 -0.003
H -0.84042 2.49575 -3.04193 -0.007
H 2.06322 5.83568 4.98576 -0.008
H -4.25066 0.91525 -1.46047 -0.001
H 2.87985 -0.82600 5.18005 0.000
H 3.24441 -0.13059 -1.92328 0.003
H -1.80073 1.08196 -3.55204 0.006
H -2.98029 0.46598 2.69869 0.006
H -1.48865 -1.33265 1.56626 -0.029
```

=====

[3]
ORCA calculation (ωB97M-V with the def2-TZVPD basis set) on a structure of composition C2H12O5Rb.

Its orbital gap is 10.23 eV. The LUMO energy is -3.2 eV. The value obtained for the electronic energy is -483.509460 Ha. Its net charge is +1. The energy relative to the best compared isomer or geometry (same formula, charge and spin) is 5.75 kcal per mole.

```
20
Properties=species:S:1:pos:R:3:nbo_charge:R:1
Rb -0.98715 1.49421 0.05013 0.983
O -0.98763 -2.01034 -1.03349 -0.726
O -2.91634 -0.50292 1.15972 -0.983
O 1.22436 0.66734 1.85147 -0.979
O -0.10329 4.07469 1.08645 -0.985
O 1.24649 0.00828 -1.09461 -0.776
C 1.38067 -1.42590 -1.26318 -0.091
C 0.16201 -2.03365 -1.90601 -0.101
H -1.61553 -1.39977 -1.42470 0.465
H 2.24475 -1.62879 -1.90434 0.188
H 1.35275 1.56334 2.19614 0.487
H -2.60828 -1.32545 1.56268 0.496
H 0.44803 -3.07872 -2.08801 0.193
H -3.87177 -0.50198 1.29893 0.490
H -0.72056 4.60792 1.60545 0.493
H 0.70795 4.59885 1.05968 0.496
H -0.14370 -1.64753 -2.87982 0.186
H 1.91003 0.14164 2.28567 0.499
H 1.55708 -1.84859 -0.27204 0.180
H 1.72013 0.24738 -0.29010 0.485
```